1.
87
Properties=species:S:1:pos:R:3:mulliken_charge:R:1 method="wB97M-V/def2-TZVPD" multiplicity=2 s_squared=0.763 charge=+1 homo_ev="-11.3 / -11.3" orbital_gap_ha="0.26240 / 0.23126" mol_weight_g_mol=830.12 relative_energy_kcal_mol=0.0
Ir -0.79082 1.12354 0.66889 3.06
C 2.91908 -3.19305 -0.58224 -1.51
C 1.43388 -2.89838 -0.56926 1.06
C 0.59221 -3.98469 -1.19409 -1.81
O 1.20664 -1.65697 -1.27076 -0.30
C 0.83045 -0.65547 -0.38372 -2.01
C 1.11694 -1.27483 1.01089 0.14
O 0.97269 -2.65587 0.74646 -0.37
C 0.20089 -0.80892 2.16505 2.36
O 0.41315 0.59001 2.22656 -0.57
C 0.60652 -1.48134 3.46389 -0.91
C 0.17380 -2.76765 3.76781 -0.18
C 0.58569 -3.38575 4.93852 -0.99
C 1.43542 -2.72360 5.81334 -0.58
C 1.86993 -1.44164 5.51156 -0.96
C 1.45844 -0.82171 4.33993 -0.32
C -1.31430 -0.96110 1.88187 -0.50
C -1.90836 -1.99377 1.14181 -0.04
C -3.26756 -1.98346 0.90185 -1.09
C -4.08389 -0.95467 1.37830 -0.70
C -3.52973 0.05345 2.12845 -0.88
C -2.14713 0.06426 2.39086 -0.56
C 1.46826 0.68747 -0.85152 3.95
O 0.79718 1.77716 -0.14296 -1.13
C 1.20810 0.99845 -2.31918 -0.37
C 1.83777 2.12738 -2.84457 -0.32
C 1.61132 2.52439 -4.14944 -1.07
C 0.75286 1.78845 -4.95717 -0.67
C 0.11652 0.67333 -4.44044 -1.03
C 0.32921 0.28505 -3.12352 -0.24
C 2.94912 0.67015 -0.51282 0.01
C 3.40158 0.95642 0.77136 -0.05
C 4.75076 0.86179 1.08320 -1.39
C 5.66234 0.46186 0.11731 -0.72
C 5.21412 0.14477 -1.15686 -1.02
C 3.86705 0.24659 -1.47036 -0.17
H 3.27925 -3.26592 -1.60801 0.37
H 3.10904 -4.13629 -0.07134 0.42
H 3.46822 -2.39681 -0.07897 0.22
H 0.94493 -4.19743 -2.20228 0.41
H -0.44878 -3.66672 -1.24869 0.39
H 0.66208 -4.89513 -0.59987 0.38
H -0.31149 -0.51935 -0.47389 -0.10
H 2.13640 -1.04425 1.33196 1.24
H -0.48677 -3.29440 3.09068 0.39
H 0.24220 -4.38573 5.16826 0.45
H 1.75702 -3.20527 6.72711 0.41
H 2.53200 -0.92161 6.19186 0.44
H 1.78989 0.18061 4.10358 0.41
H -1.29475 -2.79356 0.75815 0.63
H -3.70691 -2.78780 0.32535 0.48
H -5.14446 -0.96257 1.16771 0.49
H -4.15290 0.83719 2.53884 0.47
H -1.74362 0.76409 3.10957 0.74
H 2.51899 2.69664 -2.22377 0.44
H 2.11085 3.40042 -4.54125 0.46
H 0.58490 2.08319 -5.98470 0.44
H -0.54808 0.09435 -5.06738 0.55
H -0.18067 -0.59133 -2.75107 0.47
H 2.68435 1.18261 1.54911 0.23
H 5.08940 1.08282 2.08750 0.47
H 6.71392 0.38466 0.35934 0.43
H 5.91576 -0.17983 -1.91394 0.45
H 3.52698 0.00297 -2.46836 0.56
C -5.49898 2.76237 -2.40571 -0.99
Si -4.36596 1.36371 -2.88762 -0.14
C -3.54652 1.67196 -4.53238 -0.87
C -5.26165 -0.27819 -2.89090 -0.98
C -3.04675 1.24914 -1.58788 -0.14
C -2.18906 1.20928 -0.71744 -0.10
H -6.31897 2.85097 -3.12202 0.34
H -4.96482 3.71360 -2.38658 0.31
H -5.93170 2.59639 -1.41781 0.31
H -4.29586 1.94540 -5.27856 0.39
H -3.03939 0.77166 -4.88143 0.19
H -2.81087 2.47543 -4.47719 0.31
H -5.87487 -0.38081 -3.78865 0.36
H -5.91847 -0.38094 -2.02523 0.31
H -4.54720 -1.10352 -2.87629 0.30
N 1.37524 3.45447 1.95293 -0.15
C 0.18427 3.57113 2.49363 0.87
N 0.00803 4.16515 3.66291 -0.39
S -1.26143 3.12248 1.60859 -0.55
H 2.21333 3.66682 2.47311 0.22
H 1.45313 2.89086 1.10225 0.10
H 0.77128 4.56566 4.18511 0.21
H -0.92069 4.23976 4.04268 0.23

2.
54
Properties=species:S:1:pos:R:3:nbo_charge:R:1 method="wB97M-V/def2-TZVPD" multiplicity=2 s_squared=0.755 charge=+1 homo_ev="-12.2 / -12.4" orbital_gap_ha="0.28486 / 0.28950" mol_weight_g_mol=544.37
Co 0.31569 -0.02927 0.23803 1.14
C 0.34445 4.21950 -0.32617 0.03
C 0.76132 2.88942 -0.32666 0.04
N -0.03318 1.93991 0.13789 -0.41
C -1.24991 2.29031 0.59885 0.10
C -1.63969 3.61757 0.58873 0.03
N -0.84404 4.57987 0.13000 -0.33
C -2.07092 1.15596 1.07498 0.27
C -3.34738 1.20502 1.60627 -0.22
C -3.96480 0.01772 2.00230 0.05
C -3.27484 -1.18656 1.84843 -0.23
C -2.00110 -1.16610 1.31090 0.27
N -1.43876 -0.01208 0.94577 -0.47
C -1.11532 -2.32173 1.05020 0.10
C -1.41417 -3.64526 1.32305 0.04
N -0.56139 -4.62919 1.05322 -0.33
C 0.59608 -4.29743 0.50329 0.03
C 0.92094 -2.97355 0.21546 0.04
N 0.06918 -1.99832 0.49279 -0.42
C -5.32763 0.03415 2.57185 -0.05
C -5.67799 -0.81383 3.61544 -0.24
C -6.96988 -0.75564 4.11790 0.06
N -7.90233 0.06633 3.64725 -0.38
C -7.56438 0.87201 2.64584 0.06
C -6.29795 0.89825 2.07935 -0.24
H 0.99417 4.99803 -0.70487 0.23
H 1.72935 2.58257 -0.70088 0.24
H -2.61152 3.92396 0.95564 0.21
H -3.85605 2.14966 1.73890 0.24
H -3.74782 -2.12014 2.11940 0.24
H -2.35889 -3.92974 1.76989 0.21
H 1.29357 -5.09460 0.28055 0.23
H 1.86169 -2.69333 -0.24094 0.24
H -4.95993 -1.48703 4.06693 0.22
H -7.26414 -1.39912 4.93854 0.21
H -8.34117 1.52851 2.27202 0.21
H -6.10065 1.55904 1.24448 0.22
O 5.96839 -0.24562 1.73065 -0.66
C 5.25791 -0.11341 2.83381 0.78
O 5.74880 -0.05554 3.92984 -0.57
C 3.76912 0.01052 2.69633 -0.24
C 2.95854 0.15890 3.79917 0.03
N 1.69279 0.23245 3.35517 -0.31
N 1.61884 0.15325 2.02177 -0.33
C 2.87362 0.02017 1.60521 0.03
C 3.10327 -0.09342 0.12685 0.77
O 4.23766 -0.22303 -0.30971 -0.63
O 2.03696 -0.05427 -0.59500 -0.78
H 5.39920 -0.26328 0.91923 0.51
H 3.22095 0.21103 4.84242 0.26
H 0.85794 0.35742 3.90130 0.42
O -0.28975 -0.06363 -1.98016 -0.95
H -0.85193 -0.70141 -2.43362 0.50
H 0.58656 -0.13627 -2.38514 0.51

3.
62
Properties=species:S:1:pos:R:3:mulliken_charge:R:1 method="wB97M-V/def2-TZVPD" homo_ev=-7.6 orbital_gap_ha=0.27526 mol_weight_g_mol=804.62 relative_energy_kcal_mol=18.5
Ba -1.24271 -0.20472 -0.34215 1.93
O -0.72371 -0.40565 3.91095 -0.76
C -0.00510 -0.42116 2.92864 0.03
O -0.24940 0.08272 1.77539 -0.58
C 1.34057 -1.16195 2.95945 0.15
C 1.63297 -1.87440 4.11498 -0.66
C 2.77438 -2.65390 4.21329 -0.59
C 3.63318 -2.73293 3.13056 -0.67
C 3.36712 -2.00823 1.97674 -0.67
C 2.23664 -1.19816 1.86827 0.56
P 1.93484 -0.25901 0.30053 0.45
C 2.06623 1.50234 0.76970 1.18
C 1.73014 2.42898 -0.21648 -1.01
C 1.80035 3.79065 0.04049 -0.59
C 2.20502 4.23803 1.28971 -0.48
C 2.54015 3.32052 2.27553 -0.71
C 2.47094 1.95863 2.01910 -0.04
C 3.52318 -0.42974 -0.59733 -0.11
C 4.73720 0.06136 -0.11374 0.15
C 5.89328 -0.04664 -0.86818 -0.73
C 5.85380 -0.64315 -2.12360 -0.44
C 4.65443 -1.12769 -2.61960 -0.58
C 3.49597 -1.01689 -1.85877 -0.49
H 0.92111 -1.80368 4.92715 0.51
H 2.98472 -3.20241 5.12248 0.39
H 4.52040 -3.35192 3.17640 0.42
H 4.06216 -2.08147 1.15196 0.39
H 1.42399 2.08157 -1.19994 0.40
H 1.53595 4.49936 -0.73402 0.43
H 2.25360 5.29913 1.49701 0.38
H 2.85299 3.66583 3.25263 0.41
H 2.72274 1.24984 2.79847 0.42
H 4.77201 0.53790 0.85910 0.44
H 6.82770 0.33843 -0.48015 0.40
H 6.75789 -0.72262 -2.71357 0.38
H 4.61656 -1.58974 -3.59786 0.39
H 2.55622 -1.38683 -2.25329 0.32
Br -5.32034 3.21706 -0.93356 -0.21
C -5.55960 1.36971 -0.60319 0.03
C -6.85450 0.89617 -0.35734 -0.41
C -7.07351 -0.43200 -0.15207 -0.13
Br -8.84442 -1.02748 0.17120 -0.24
C -5.99586 -1.35222 -0.18531 1.04
C -6.15629 -2.74307 -0.00888 -0.62
C -5.07202 -3.57006 -0.06901 -0.73
C -3.81230 -3.00014 -0.29610 -0.39
N -3.61544 -1.71308 -0.45800 -0.34
C -4.68243 -0.86534 -0.41821 -0.13
C -4.43591 0.55536 -0.64158 0.52
O -3.24566 1.00025 -0.86244 -0.90
H -7.67709 1.59709 -0.33613 0.43
H -7.14656 -3.13814 0.16991 0.33
H -5.16538 -4.63901 0.05882 0.39
H -2.93371 -3.63690 -0.33737 0.41
N -0.90508 1.18113 -4.91350 -0.41
C -1.15069 1.29878 -3.58638 0.51
N -1.88599 2.36332 -3.16832 -0.38
O -0.71164 0.46065 -2.78832 -0.58
H -1.18822 1.87801 -5.57673 0.17
H -0.26458 0.46468 -5.20282 0.26
H -2.39707 2.89464 -3.85362 0.24
H -2.38320 2.20816 -2.29086 0.16

4.
13
Properties=species:S:1:pos:R:3:nbo_charge:R:1 method="wB97M-V/def2-TZVPD" charge=-1 homo_ev=-3.4 orbital_gap_ha=0.28002 mol_weight_g_mol=82.08 relative_energy_kcal_mol=13.1
N 1.23830 -1.59715 -1.08327 -0.92
C 0.99496 -0.07463 -0.83161 0.13
O -0.33060 0.16495 -0.77008 -0.96
H 0.51563 -2.10299 -0.58877 0.34
H 1.03661 -1.76524 -2.06444 0.32
H 1.54275 0.06983 0.09902 0.10
H 1.48533 0.33117 -1.74068 0.09
H -0.89797 -0.37862 0.67647 0.51
H -0.97027 -0.07344 2.24262 0.44
O -1.29462 -0.67270 1.54878 -1.03
H -1.27073 2.18831 1.57840 0.44
H -1.17330 1.56223 0.20943 0.52
O -0.87608 2.34827 0.72413 -0.98

5.
17
Properties=species:S:1:pos:R:3:nbo_charge:R:1 method="wB97M-V/def2-TZVPD" charge=+2 homo_ev=-20.4 orbital_gap_ha=0.43861 mol_weight_g_mol=89.14 relative_energy_kcal_mol=44.7
C -1.14731 -0.58768 -0.04065 0.40
C -0.59871 1.81096 0.09464 -0.47
C 1.79631 -1.20912 0.05072 -0.51
N -2.44695 -0.73375 -0.10548 -0.65
N -0.25522 0.41199 -0.06246 -0.20
N 1.13974 0.15950 -0.18830 -0.32
H -0.77350 -1.64908 0.11355 0.25
H -3.13191 -0.00709 -0.38750 0.45
H -0.01449 2.36223 -0.54486 0.25
H -1.49984 2.11171 -0.29762 0.28
H -0.35464 2.26014 1.00277 0.26
H 1.67879 -1.59135 1.15285 0.29
H 1.33056 -2.03924 -0.65648 0.28
H 2.94427 -1.14350 -0.11503 0.32
H -2.98254 -1.53337 0.19167 0.47
H 1.57562 0.39471 -1.02590 0.45
H 1.43258 0.89128 0.44121 0.45

6.
12
Properties=species:S:1:pos:R:3:nbo_charge:R:1 method="wB97M-V/def2-TZVPD" homo_ev=-9.4 orbital_gap_ha=0.34294 mol_weight_g_mol=99.09 relative_energy_kcal_mol=143.5
N -0.65781 0.75528 -0.02254 -0.70
C 0.42026 -0.14869 -0.07234 0.22
C -1.91608 0.40961 0.03601 0.76
C 0.35835 -1.48281 -0.11559 -0.41
N 1.64366 0.59413 -0.18322 -0.14
N 2.63512 0.03798 0.30876 -0.30
O -2.73535 -0.43376 0.07024 -0.49
H -1.44990 1.90068 0.05542 0.36
H 3.43903 0.65159 0.11344 0.32
H -2.42759 1.77769 0.09102 -0.06
H 1.27497 -2.05237 -0.16773 0.22
H -0.58466 -2.00935 -0.11348 0.22

Across the entries above, maximum force takes the values 0.90; 0.27; 0.80; 3.02; 4.23; 0.53 eV/Å, respectively.